1.
ORCA calculation (ωB97M-V/def2-TZVPD) on a molecular structure, C50H53ClKN3O7P2Se in a non-equilibrium geometry.

```
! RIJCOSX wB97M-V def2-TZVPD def2/J DEFGRID3
* xyz -2 1
K 0.14 -0.55 0.01
O -0.80 1.92 0.60
C -0.33 2.24 1.78
O 0.32 3.21 2.17
C -0.76 1.29 2.93
O -0.95 -0.09 2.46
C -2.13 -0.69 3.02
C -2.44 -2.00 2.24
O -2.97 -2.91 2.93
O -2.14 -1.97 0.99
H -2.95 2.96 0.80
H -1.58 1.57 3.18
H 0.18 1.29 3.69
H -3.21 0.02 2.98
H -1.92 -0.96 4.05
C 4.63 0.70 0.82
N 4.41 -0.24 1.92
C 4.26 -1.70 1.84
P 2.53 -2.18 1.78
C 2.45 -3.20 3.30
C 1.26 -3.03 3.97
C 0.98 -3.73 5.09
C 1.83 -4.74 5.55
C 3.13 -4.91 4.89
C 3.36 -4.15 3.75
C 2.60 -3.52 0.43
C 2.00 -4.82 0.51
C 2.28 -5.72 -0.60
C 2.69 -5.18 -1.81
C 3.22 -3.89 -1.90
C 3.17 -3.10 -0.80
C 3.56 0.31 2.98
C 3.59 -0.41 4.12
C 3.23 0.28 5.32
C 2.82 1.61 5.30
C 2.63 2.18 4.06
C 3.14 1.59 2.96
P 3.07 0.87 -0.22
C -3.04 3.93 1.37
C -2.65 5.10 0.61
C -2.64 6.29 1.14
C -3.03 6.57 2.51
C -3.46 5.37 3.21
C -3.37 4.13 2.64
C 3.16 2.60 -0.92
C 2.37 3.59 -0.42
C 2.55 4.98 -0.90
C 3.22 5.20 -2.08
C 3.86 4.24 -2.65
C 3.96 2.90 -2.15
H 5.45 0.10 0.06
H 5.08 1.70 0.98
H 4.91 -2.14 2.48
H 4.72 -2.19 0.92
H 0.61 -2.27 3.70
H 0.05 -3.78 5.64
H 1.47 -5.44 6.31
H 3.77 -5.61 5.40
H 4.40 -4.27 3.37
H 1.56 -5.13 1.45
H 1.90 -6.50 -0.42
H 2.62 -5.86 -2.89
H 3.87 -3.53 -2.90
H 3.40 -1.97 -0.81
H 4.05 -1.42 4.17
H 3.67 -0.15 6.41
H 2.78 2.29 6.25
H 2.42 3.48 4.00
H 3.08 2.21 2.03
H -2.40 4.94 -0.68
H -2.78 7.32 0.64
H -3.41 7.52 2.92
H -3.89 5.54 4.10
H -3.78 3.25 3.24
H 1.96 3.55 0.48
H 1.93 5.84 -0.23
H 3.17 6.18 -2.44
H 4.45 4.10 -3.44
H 4.56 1.94 -2.92
Cl 1.32 -1.64 -5.28
C 0.46 -1.48 -3.69
H 1.33 -1.39 -2.88
H 0.26 -2.72 -3.58
O 3.46 -0.16 -1.44
O 2.10 -0.29 -1.96
C -2.65 3.67 -3.01
C -3.06 2.42 -2.40
N -4.01 1.65 -2.83
C -4.17 0.61 -1.94
C -3.17 0.77 -0.90
N -2.42 1.88 -1.25
H -1.91 4.23 -2.42
H -3.36 4.54 -3.33
H -1.79 3.32 -3.96
H -4.98 -0.10 -2.06
H -2.99 -0.13 -0.28
H -1.77 2.10 -0.65
C -6.13 -3.25 -5.25
C -4.83 -2.56 -4.89
C -4.15 -2.99 -3.76
C -3.05 -2.32 -3.30
C -2.52 -2.79 -2.00
C -2.61 -1.23 -4.11
Se -0.96 -0.22 -3.64
C -3.27 -0.88 -5.26
C -2.75 0.17 -6.18
C -4.51 -1.43 -5.55
H -6.98 -2.56 -5.32
H -6.45 -4.07 -4.44
H -6.11 -3.85 -6.14
H -4.50 -3.98 -3.12
H -2.82 -3.75 -1.84
H -3.19 -1.77 -1.11
H -0.79 -2.93 -1.88
H -1.60 0.35 -6.12
H -3.30 1.09 -6.00
H -2.74 -0.20 -7.15
H -5.25 -0.99 -6.30
*
```

Values from the calculation:
ΔE to the lowest compared entry with this formula, charge and spin = 1741.9 kJ/mol
total energy = -184264.748 eV
E_HOMO = -2.89 eV
frontier orbital gap = 0.2475 hartree

2.
ORCA calculation (ωB97M-V/def2-TZVPD) on a molecular structure, C50H54BrCl2N6O3Ti in a non-equilibrium geometry.

```
! RIJCOSX wB97M-V def2-TZVPD def2/J DEFGRID3
* xyz 0 2
Ti 0.60 0.62 -0.40
C 5.61 0.60 -4.20
C 5.28 1.92 -3.49
C 3.82 2.00 -3.10
C 2.76 2.29 -3.85
C 2.68 2.79 -5.28
C 2.20 1.66 -6.24
C 1.60 2.03 -2.99
N 2.00 1.70 -1.73
C 3.34 1.70 -1.74
C 4.20 1.25 -0.71
C 3.74 0.65 0.41
C 4.59 -0.10 1.36
C 6.09 -0.26 1.38
C 6.84 0.66 2.39
C 3.70 -0.68 2.24
C 2.35 -0.28 1.89
C 1.27 -0.60 2.68
C 0.04 0.05 2.57
N -0.19 1.05 1.52
C -1.25 1.69 1.82
C -1.85 2.77 1.04
C -1.72 2.68 -0.49
N -0.58 2.14 -1.07
C -0.76 2.32 -2.40
C 0.31 2.16 -3.30
C -2.00 3.00 -2.66
C -2.55 3.27 -1.43
C -3.86 3.88 -1.13
C -4.98 2.82 -0.92
C -2.51 3.34 -3.98
C -2.96 2.13 -4.81
C -1.78 1.17 3.14
C -0.94 0.23 3.58
C -1.03 -0.48 4.87
C -2.20 -1.49 4.92
C -3.02 1.78 3.80
C -4.36 1.67 3.03
N 2.38 0.53 0.81
C 4.04 -1.48 3.42
C 3.79 -0.72 4.72
H 6.68 0.57 -4.53
H 4.87 0.48 -4.99
H 5.47 -0.24 -3.55
H 5.55 2.72 -4.16
H 5.93 2.03 -2.58
H 3.63 3.27 -5.45
H 1.99 3.59 -5.24
H 2.91 0.82 -6.23
H 2.08 2.05 -7.31
H 1.21 1.46 -5.90
H 5.32 1.32 -1.03
H 6.48 -0.02 0.40
H 6.18 -1.29 1.61
H 6.38 1.69 2.33
H 7.89 0.65 2.19
H 6.60 0.37 3.38
H 1.55 -1.35 3.43
H -2.88 2.94 1.48
H 0.17 2.42 -4.36
H -4.15 4.59 -1.92
H -3.71 4.44 -0.18
H -5.32 2.42 -1.92
H -5.92 3.16 -0.41
H -4.51 2.00 -0.41
H -1.79 3.83 -4.61
H -3.33 4.03 -3.96
H -2.21 1.34 -4.74
H -3.09 2.42 -5.84
H -3.91 1.76 -4.43
H -1.19 0.27 5.73
H -0.15 -1.10 5.04
H -2.09 -2.11 4.04
H -3.15 -1.05 4.84
H -2.12 -2.15 5.80
H -2.97 2.86 4.07
H -3.21 1.24 4.70
H -4.40 2.06 2.02
H -5.05 2.17 3.69
H -4.67 0.63 2.87
H 5.09 -1.68 3.41
H 3.52 -2.47 3.40
H 4.06 0.33 4.58
H 4.24 -1.11 5.66
H 2.74 -0.68 4.97
O -1.71 5.08 1.26
N -1.11 4.01 1.35
Br 1.72 -1.29 -1.75
Cl -5.13 -4.47 0.83
C -3.88 -4.76 1.97
C -4.12 -5.55 3.08
C -3.13 -5.76 4.02
C -1.88 -5.24 3.81
C -1.62 -4.47 2.70
Cl -0.04 -3.85 2.43
C -2.62 -4.17 1.79
N -2.47 -3.36 0.67
C -1.87 -3.73 -0.55
C -1.26 -4.92 -0.70
C -0.70 -5.26 -1.90
C -0.78 -4.48 -3.02
C -1.48 -3.28 -2.87
C -1.96 -2.85 -1.62
C -2.74 -1.60 -1.54
C -2.26 -0.60 -0.60
O -2.98 0.23 -0.10
O -0.93 -0.57 -0.49
H -5.15 -5.97 3.21
H -3.28 -6.37 4.86
H -1.01 -5.44 4.47
H -3.29 -2.72 0.63
H -1.15 -5.58 0.10
H -0.18 -6.17 -1.98
H -0.33 -4.77 -3.94
H -1.63 -2.58 -3.68
H -3.86 -1.69 -1.46
H -2.61 -1.01 -2.50
*
```

Values from the calculation:
total energy = -186013.128 eV
E_HOMO (alpha / beta) = -6.59 / -6.98 eV
frontier orbital gap (alpha / beta) = 0.2059 / 0.1867 hartree